[1]
The following is a DFT calculation (ωB97M-V/def2-TZVPD) of a molecular structure, C36H40O3P2PtS.

```
! RIJCOSX wB97M-V def2-TZVPD def2/J DEFGRID3
* xyz 0 3
Pt 0.61975 -0.50437 -2.48972
C -1.97200 -0.35859 0.06889
C -1.85460 -0.53912 -1.28752
C -2.63713 0.29896 -2.25085
C -1.89349 1.45533 -2.90158
C -0.45818 1.64007 -2.38861
C -0.25664 2.10090 -1.08021
C -1.32136 2.18064 -0.08562
C -1.80206 0.92944 0.77378
C 2.29386 0.37976 -1.68510
H -2.37668 -1.16265 0.67678
H -1.67632 -1.59707 -1.58912
H -3.55580 0.69687 -1.78118
H -2.94583 -0.35987 -3.07242
H -1.82957 1.26982 -3.97740
H -2.52990 2.35809 -2.84213
H 0.16707 2.06599 -3.18313
H 0.75851 2.32545 -0.78297
H -2.21200 2.62209 -0.58662
H -0.98140 2.89182 0.69644
H -1.11443 0.78756 1.61592
H -2.78097 1.16963 1.23053
H 2.17572 0.85811 -0.70377
H 2.66439 1.10577 -2.41979
H 2.97364 -0.44424 -1.59946
P -0.11920 -1.82850 -8.67643
P 1.61365 0.36731 -8.98493
C -0.95593 -0.35502 -9.29823
C -0.08559 0.65753 -9.56595
C -0.67499 -3.10322 -9.87022
C -1.82346 -2.92428 -10.65703
C -2.21157 -3.93325 -11.54909
C -1.45034 -5.09154 -11.69644
C -0.26386 -5.22930 -10.96494
C 0.14345 -4.23344 -10.06487
C -1.08512 -2.11734 -7.16703
C -0.76466 -1.30499 -6.07000
C -1.45606 -1.46217 -4.87610
C -2.47167 -2.43584 -4.76425
C -2.75172 -3.27486 -5.85076
C -2.04268 -3.13543 -7.04689
C 2.44658 0.90715 -10.53752
C 2.36101 0.08557 -11.68425
C 2.86159 0.53644 -12.91586
C 3.48734 1.78592 -13.02736
C 3.64034 2.55568 -11.87336
C 3.14964 2.12052 -10.63511
C 1.84096 1.79986 -7.86305
C 3.06450 1.88506 -7.15594
C 3.38024 3.03489 -6.43386
C 2.48566 4.11038 -6.39655
C 1.24416 4.01151 -7.05230
C 0.91804 2.84304 -7.75422
H -2.04205 -0.31713 -9.41644
H -0.27242 1.55398 -10.17606
H -2.40532 -2.00460 -10.59135
H -3.12220 -3.79805 -12.13194
H -1.77147 -5.88557 -12.38522
H 0.35419 -6.11284 -11.08973
H 1.08697 -4.32917 -9.51496
H 0.03578 -0.56341 -6.13513
H -1.13710 -0.85852 -4.00329
H -3.01457 -2.54248 -3.81490
H -3.52380 -4.05220 -5.75157
H -2.21615 -3.81217 -7.87674
H 1.90797 -0.91266 -11.61827
H 2.78271 -0.09360 -13.80022
H 3.87509 2.13236 -13.99468
H 4.16868 3.51101 -11.92874
H 3.32969 2.72943 -9.74758
H 3.76060 1.04699 -7.19235
H 4.33918 3.09564 -5.89785
H 2.74810 5.02337 -5.85741
H 0.54048 4.84369 -7.00736
H -0.05751 2.75154 -8.23453
C 1.92343 -2.43256 1.75482
S 0.62940 -1.45272 0.99090
O -0.53215 -2.09026 1.62820
O 0.86791 -0.05901 1.37859
O 0.69239 -1.69489 -0.50933
H 1.76857 -2.32431 2.83111
H 2.94125 -2.13628 1.50487
H 1.77935 -3.47996 1.49588
*
```

Values from the calculation:
* gap between HOMO and LUMO (spin up / spin down): 6.887 / 5.442 eV
* E_LUMO (spin up / spin down): -0.013 / -0.066 Ha
* ⟨S²⟩: 2.044
* HOMO energy (spin up / spin down): -7.23 / -7.23 eV
* ΔE to the lowest compared entry with this formula, charge and spin: 0.0 kJ/mol

Löwdin atomic charge list, values in e, 5 entries: number 1, Pt, carries 1.014; number 2, C, carries -0.130; number 3, C, carries -0.197; number 4, C, carries -0.214; number 5, C, carries -0.218

[2]
The following is a DFT calculation (ωB97M-V/def2-TZVPD) of a molecular structure, C36H40O3P2SW.

```
! RIJCOSX wB97M-V def2-TZVPD def2/J DEFGRID3
* xyz 2 3
W -0.59988 0.72407 -1.95118
C -2.10777 1.19087 -3.23294
C -2.00937 -0.25518 -2.96720
C -1.49029 -1.13488 -4.07467
C -0.05612 -0.71991 -4.49363
C 0.68112 0.05444 -3.41784
C 0.66104 1.51893 -3.33444
C -0.08967 2.30414 -4.37230
C -1.58104 1.88240 -4.46791
C -0.11358 -0.34006 2.38745
H -3.02241 1.64284 -2.84969
H -2.80054 -0.68512 -2.35094
H -2.17702 -1.09221 -4.93971
H -1.50297 -2.18820 -3.75079
H 0.50578 -1.64560 -4.69113
H -0.06664 -0.20192 -5.46509
H 1.60656 -0.41673 -3.13182
H 1.55333 1.98833 -2.92336
H 0.39245 2.17797 -5.35617
H -0.01882 3.38465 -4.16685
H -2.16573 2.80452 -4.59303
H -1.77001 1.31123 -5.38789
H -0.70134 0.49161 2.79200
H 0.95447 0.01642 2.26492
H -0.13715 -1.15370 3.12438
P -0.87647 -0.85295 0.87460
P 2.33947 0.18851 0.90125
C 0.19291 -0.99559 -0.58827
C 1.43165 -0.26751 -0.61886
C -1.96287 -2.28129 0.98136
C -2.30186 -3.05186 -0.15262
C -3.23055 -4.09214 -0.04496
C -3.80411 -4.41001 1.19278
C -3.41882 -3.69542 2.33420
C -2.47729 -2.67440 2.23210
C -1.70147 0.64504 0.21871
C -0.95242 1.85202 -0.07941
C -1.63838 2.86606 -0.84274
C -3.03560 2.85489 -0.86945
C -3.75047 1.74565 -0.42805
C -3.10156 0.63158 0.08654
C 3.74457 -0.91413 1.16466
C 3.51527 -2.17160 1.76964
C 4.58594 -3.02442 2.02999
C 5.89012 -2.64109 1.69030
C 6.11793 -1.39903 1.08513
C 5.05493 -0.52858 0.83186
C 2.83568 1.87312 0.48810
C 2.73665 2.87968 1.46825
C 3.02003 4.20133 1.12741
C 3.38670 4.53061 -0.18234
C 3.49139 3.52809 -1.15378
C 3.22052 2.19878 -0.82061
H 0.13679 -1.93758 -1.14579
H 2.16261 -0.56568 -1.38305
H -1.83061 -2.84210 -1.11204
H -3.49853 -4.66342 -0.93547
H -4.52096 -5.22983 1.27704
H -3.83649 -3.93691 3.31438
H -2.12430 -2.16782 3.12748
H -0.00188 2.06159 0.40623
H -1.06714 3.69462 -1.28133
H -3.58944 3.72524 -1.25724
H -4.84467 1.75730 -0.47003
H -3.66859 -0.22079 0.48032
H 2.49738 -2.45997 2.03844
H 4.40601 -3.99160 2.50156
H 6.72527 -3.31504 1.89247
H 7.13364 -1.10789 0.81375
H 5.24087 0.44675 0.38057
H 2.43639 2.60634 2.48313
H 2.96592 4.97764 1.88927
H 3.60195 5.56278 -0.45100
H 3.79873 3.76673 -2.16703
H 3.31574 1.41797 -1.57408
C -2.97343 -1.12151 6.53516
S -1.71881 -0.43657 5.44588
O -0.91011 0.45313 6.29046
O -0.98480 -1.62021 4.94161
O -2.47120 0.26423 4.38296
H -2.49071 -1.38382 7.48040
H -3.39027 -2.01626 6.05716
H -3.75568 -0.37159 6.69280
*
```

Values from the calculation:
* gap between HOMO and LUMO (spin up / spin down): 3.946 / 3.413 eV
* E_LUMO (spin up / spin down): -0.306 / -0.325 Ha
* ⟨S²⟩: 2.019
* HOMO energy (spin up / spin down): -12.27 / -12.27 eV

Löwdin atomic charge list, values in e, 5 entries: number 1, W, carries 1.606; number 2, C, carries -0.310; number 3, C, carries -0.331; number 4, C, carries -0.168; number 5, C, carries -0.156

[3]
The following is a DFT calculation (ωB97M-V/def2-TZVPD) of a molecular structure, C36H40OsP4S3Sb.

```
! RIJCOSX wB97M-V def2-TZVPD def2/J DEFGRID3
* xyz 2 2
Os 0.11519 -0.40092 0.26563
S -0.64407 5.25227 -2.10740
Sb -2.03066 4.18878 -0.74177
S -0.27233 2.75840 0.58301
S -0.59915 1.50290 -0.94898
C 0.88388 1.09397 3.40558
P 0.39093 -0.52198 2.70781
C -0.64492 -1.13234 4.07690
C 1.85291 -1.61571 2.71476
C 1.93787 -2.74935 3.51577
C 3.01746 -3.61668 3.39709
C 4.04100 -3.33028 2.51106
C 3.96502 -2.19856 1.70964
C 2.85763 -1.36622 1.76608
P 2.60363 0.06643 0.65371
C 3.66396 1.31628 1.47626
C 3.54508 -0.19483 -0.88645
H 1.52026 0.94961 4.27890
H -0.03260 1.60153 3.71241
H 1.38476 1.72287 2.67675
H -0.06839 -1.04154 4.99752
H -0.94907 -2.16735 3.93443
H -1.54138 -0.51737 4.16096
H 1.17404 -2.97184 4.24791
H 3.05740 -4.51091 4.00464
H 4.89311 -3.99161 2.42758
H 4.77856 -1.98401 1.02816
H 4.69735 1.03785 1.26884
H 3.50779 1.32146 2.55158
H 3.48030 2.31562 1.07916
H 4.47842 -0.72354 -0.69863
H 3.78401 0.79251 -1.28435
H 2.95543 -0.73243 -1.62614
C -1.06118 -3.66306 0.59820
C -2.08345 -2.64545 1.11246
P -2.38566 -1.42133 -0.24301
C -3.49569 -0.13279 0.42066
C -4.55297 0.33207 -0.36310
C -5.30628 1.42165 0.04947
C -5.00915 2.06397 1.24274
C -3.95206 1.61485 2.02421
C -3.19542 0.53173 1.60772
C -3.50937 -2.45136 -1.25040
C -4.67423 -2.91583 -0.63512
C -5.49162 -3.80929 -1.30376
C -5.16095 -4.23687 -2.58492
C -4.02729 -3.74546 -3.21011
C -3.19901 -2.85090 -2.54467
P 0.38053 -2.86072 -0.25334
C 0.09212 -2.96126 -2.05629
C 0.08182 -1.79602 -2.82155
C -0.10036 -1.84820 -4.19452
C -0.22809 -3.07965 -4.82252
C -0.16360 -4.24832 -4.07522
C -0.01099 -4.19351 -2.69894
C 1.69332 -4.11906 -0.12818
C 2.93855 -3.79095 -0.66417
C 3.94889 -4.73336 -0.73317
C 3.71966 -6.02425 -0.27573
C 2.48336 -6.35776 0.25469
C 1.46926 -5.41295 0.33396
H -1.51942 -4.34832 -0.11940
H -0.67162 -4.23260 1.44206
H -1.68160 -2.11554 1.97072
H -3.00524 -3.14867 1.40562
H -4.78887 -0.17314 -1.29102
H -6.13401 1.76153 -0.55903
H -5.61215 2.90036 1.57227
H -3.71519 2.10798 2.95877
H -2.36200 0.19709 2.21141
H -4.94944 -2.57373 0.35540
H -6.38826 -4.17439 -0.82108
H -5.79729 -4.94801 -3.09449
H -3.78131 -4.05517 -4.21720
H -2.31786 -2.46588 -3.03885
H 0.22472 -0.83346 -2.34078
H -0.14031 -0.93263 -4.77016
H -0.36429 -3.12670 -5.89467
H -0.22583 -5.21045 -4.56647
H 0.02504 -5.11316 -2.12735
H 3.09602 -2.79544 -1.05632
H 4.91277 -4.46902 -1.14896
H 4.49573 -6.77447 -0.34672
H 2.29101 -7.36506 0.60012
H 0.51552 -5.71664 0.74287
*
```

Values from the calculation:
* gap between HOMO and LUMO (spin up / spin down): 6.348 / 5.633 eV
* E_LUMO (spin up / spin down): -0.241 / -0.267 Ha
* ⟨S²⟩: 0.786
* HOMO energy (spin up / spin down): -12.92 / -12.91 eV
* ΔE to the lowest compared entry with this formula, charge and spin: 344.0 kJ/mol

Löwdin atomic charge list, values in e, 5 entries: number 1, Os, carries 0.357; number 2, S, carries -0.090; number 3, Sb, carries 0.626; number 4, S, carries -0.095; number 5, S, carries -0.090

[4]
The following is a DFT calculation (ωB97M-V/def2-TZVPD) of a molecular structure, C36H41Cl3HfIN4O2P2Si2.

```
! RIJCOSX wB97M-V def2-TZVPD def2/J DEFGRID3
* xyz 1 1
Hf -0.24166 -0.25848 0.58967
C 2.22486 -2.81572 0.64422
Si 2.90243 -1.15904 0.10719
C 3.68622 -0.41227 1.61146
C 4.14650 -1.48356 -1.21762
N 1.52022 -0.22308 -0.51907
P 1.49281 1.45512 -0.64154
C 0.26356 1.93784 0.47192
P -1.25683 2.11181 -0.28173
N -1.72458 0.56044 -0.69321
Si -3.42374 0.08877 -1.01515
C -4.08455 -0.82657 0.45588
C -4.60211 1.48790 -1.30630
C -3.44014 -1.00850 -2.50000
C -2.38603 2.68580 1.03076
C -3.28598 3.73768 0.91826
C -4.11999 4.06139 1.98618
C -4.06766 3.33020 3.16424
C -3.17550 2.26873 3.28640
C -2.34561 1.96552 2.22525
C -1.40960 3.27287 -1.64034
C -1.75224 2.88099 -2.92938
C -1.81342 3.82475 -3.94666
C -1.52239 5.15589 -3.67719
C -1.15023 5.54773 -2.39475
C -1.08276 4.60647 -1.37835
C 3.07368 2.17984 -0.18553
C 4.19229 2.00291 -1.00745
C 5.42076 2.52058 -0.62491
C 5.53243 3.22407 0.57099
C 4.41872 3.42140 1.37799
C 3.18561 2.90050 1.00235
C 1.31079 1.83250 -2.39087
C 1.63440 3.10459 -2.86644
C 1.45750 3.40626 -4.20849
C 0.96627 2.43989 -5.08132
C 0.64021 1.17420 -4.61328
C 0.80581 0.87227 -3.26792
H 3.00751 -3.30928 1.23666
H 1.34533 -2.76591 1.29629
H 1.97630 -3.46692 -0.20136
H 3.87703 -1.20769 2.34259
H 4.64043 0.07286 1.36936
H 3.04570 0.33090 2.09120
H 4.67781 -2.42178 -1.00366
H 3.66337 -1.58171 -2.19841
H 4.89440 -0.68614 -1.27705
H -4.30673 -0.12443 1.26860
H -5.01951 -1.34188 0.19061
H -3.39313 -1.57672 0.84385
H -4.92869 1.93038 -0.36120
H -4.21531 2.28684 -1.94145
H -5.48651 1.06734 -1.80566
H -2.68661 -1.80241 -2.44419
H -4.42923 -1.48283 -2.59012
H -3.26510 -0.43359 -3.42079
H -3.35070 4.30422 -0.00271
H -4.81742 4.88584 1.89195
H -4.71953 3.58635 3.99257
H -3.12559 1.69419 4.20469
H -1.62807 1.16106 2.33028
H -1.95145 1.83554 -3.14386
H -2.08141 3.51897 -4.95189
H -1.57404 5.89129 -4.47280
H -0.90750 6.58423 -2.19027
H -0.77373 4.90225 -0.37906
H 4.09721 1.47365 -1.95096
H 6.28911 2.38514 -1.26020
H 6.49406 3.62898 0.86877
H 4.51040 3.98176 2.30186
H 2.30331 3.04395 1.61566
H 2.02236 3.85784 -2.18784
H 1.71010 4.39380 -4.57712
H 0.83750 2.67728 -6.13241
H 0.25967 0.42209 -5.29635
H 0.54709 -0.10640 -2.89144
I -0.36076 -5.35746 -3.46412
C -0.70696 -4.15864 -1.83638
C -1.37301 -4.49880 -0.67758
N -1.36755 -3.41167 0.10765
N -0.73954 -2.38147 -0.47491
C -0.32916 -2.82820 -1.65654
H -1.83857 -5.42451 -0.37324
H -1.74939 -3.29426 1.03156
H 0.23214 -2.18463 -2.31791
Cl -2.10871 -1.58344 5.00260
C -0.47252 -1.78940 4.38994
Cl 0.67939 -1.02567 5.45290
Cl -0.08430 -3.51795 4.19034
C -0.39566 -1.19492 2.96014
O -1.31586 -1.46887 2.11871
O 0.57903 -0.47254 2.60179
*
```

Values from the calculation:
* gap between HOMO and LUMO: 8.360 eV
* E_LUMO: -0.092 Ha
* HOMO energy: -10.87 eV

Löwdin atomic charge list, values in e, 5 entries: number 1, Hf, carries 1.516; number 2, C, carries -0.170; number 3, Si, carries 0.342; number 4, C, carries -0.156; number 5, C, carries -0.163